#one
A 2-piece molecular cluster, C3H10N2S overall, computed with the ωB97M-V functional and the def2-TZVPD basis.

lowest unoccupied orbital energy = 0.03353 hartree
E_HOMO = -0.326 Ha
molecular weight = 106.2 g/mol
frontier orbital gap = 9.785 eV
SMILES string = [H]/N=C/N.CCS

```
! wB97M-V def2-TZVPD RIJCOSX def2/J DEFGRID3
* xyz 0 1
H -1.918 -2.425 -0.881
N -0.994 -2.571 -0.491
C -1.075 -2.381 0.760
N 0.024 -2.422 1.582
H -2.016 -2.127 1.244
H 0.843 -2.793 1.120
H -0.103 -2.835 2.490
C 0.627 2.327 0.238
C 0.695 1.312 -0.892
S -0.274 1.762 -2.327
H -0.386 2.410 0.632
H 0.864 3.314 -0.137
H 1.290 2.141 1.082
H 0.267 0.379 -0.534
H 1.725 1.091 -1.148
H 0.430 2.821 -2.737
*
```

#two
A 3-piece molecular cluster, C3H10N2S overall, computed with the ωB97M-V functional and the def2-TZVPD basis.

lowest unoccupied orbital energy = -0.13530 hartree
E_HOMO = -0.293 Ha
molecular weight = 106.2 g/mol
frontier orbital gap = 4.299 eV

```
! wB97M-V def2-TZVPD RIJCOSX def2/J DEFGRID3
* xyz 0 1
N -0.284 1.437 0.082
C 0.708 1.365 1.016
C 2.025 1.218 0.674
S 0.342 -0.275 -2.523
C -1.410 -1.351 -0.217
N -1.531 -0.857 1.101
H -0.030 1.286 -0.895
H -0.970 0.686 0.242
H 0.471 1.310 2.075
H 2.732 1.487 1.444
H 2.279 0.698 -0.239
H 1.424 -1.061 -2.603
H -1.754 -2.365 -0.433
H -0.328 -1.126 -0.476
H -1.999 -0.761 -0.931
H -1.676 -1.690 1.682
*
```

#three
A 3-piece molecular cluster, C3H10N2S overall, computed with the ωB97M-V functional and the def2-TZVPD basis.

lowest unoccupied orbital energy = -0.13822 hartree
E_HOMO = -0.308 Ha
molecular weight = 106.2 g/mol
frontier orbital gap = 4.611 eV

```
! wB97M-V def2-TZVPD RIJCOSX def2/J DEFGRID3
* xyz 0 1
N 0.238 -1.001 1.857
C 1.145 -0.637 0.837
C 2.081 -1.416 0.329
S -1.866 1.048 0.536
C -0.115 0.667 -1.933
N 1.133 0.171 -2.142
H 0.612 -0.695 2.755
H -0.551 -0.391 1.736
H 0.983 0.288 0.348
H 2.154 -2.494 0.301
H 2.620 -0.989 -0.484
H -3.059 0.436 0.577
H -0.886 -0.118 -1.632
H -0.081 1.389 -1.161
H -0.505 1.205 -2.808
H 1.083 -0.486 -2.954
*
```

Sorted by energy, starting with the most stable: #one, #two, #three.

#one
C3H5NO2 in the gas phase, computed with the ωB97M-V functional and the def2-TZVPD basis.

lowest unoccupied orbital energy = 0.02495 hartree
E_HOMO = -0.341 Ha
molecular weight = 87.1 g/mol
frontier orbital gap = 9.957 eV
SMILES string = O=C1CCN1O

```
! wB97M-V def2-TZVPD RIJCOSX def2/J DEFGRID3
* xyz 0 1
O -1.054 0.720 2.229
C -0.485 0.476 1.207
C 1.063 0.572 0.357
C 0.488 -0.279 -0.698
N -0.733 -0.289 -0.016
O -1.657 -1.066 -0.693
H 1.366 1.573 0.053
H 1.905 -0.058 0.880
H 0.375 0.062 -1.780
H 1.236 -1.239 -0.739
H -2.503 -0.473 -0.798
*
```

#two
C3H5NO2 in the gas phase, computed with the ωB97M-V functional and the def2-TZVPD basis.

lowest unoccupied orbital energy (alpha / beta) = -0.01041 / -0.00396 hartree
E_HOMO (alpha / beta) = -0.329 / -0.352 Ha
molecular weight = 87.1 g/mol
frontier orbital gap (alpha / beta) = 8.659 / 9.465 eV

```
! wB97M-V def2-TZVPD RIJCOSX def2/J DEFGRID3
* xyz 0 1
O 1.817 -0.452 1.073
C 0.875 -0.563 0.031
C -0.443 -0.059 0.508
O -1.579 1.728 -0.526
C -1.463 0.369 -0.359
N -2.107 -0.645 -0.662
H 2.607 -0.946 0.824
H 1.198 0.002 -0.862
H 0.697 -1.596 -0.279
H -0.530 0.206 1.563
H -1.073 1.957 -1.311
*
```

#three
C3H5NO2 in the gas phase, computed with the ωB97M-V functional and the def2-TZVPD basis.

lowest unoccupied orbital energy (alpha / beta) = 0.02493 / 0.01710 hartree
E_HOMO (alpha / beta) = -0.264 / -0.272 Ha
molecular weight = 87.1 g/mol
frontier orbital gap (alpha / beta) = 7.854 / 7.861 eV

```
! wB97M-V def2-TZVPD RIJCOSX def2/J DEFGRID3
* xyz 0 1
C -0.760 1.246 0.051
C -1.399 -0.991 -0.080
C 1.062 -0.122 0.268
N -1.653 0.287 -0.103
O 0.532 1.075 0.000
O 2.342 -0.342 -0.180
H -1.137 2.271 0.050
H -1.967 -1.553 -0.744
H -0.596 -1.622 0.353
H 0.871 -0.552 1.164
H 2.706 0.304 -0.781
*
```

Sorted by energy, starting with the most stable: #one, #two, #three.